# 1
C3H3LiO2 as an isolated structure at a distorted geometry. Source: the OMol25 dataset; level of theory: wB97M-V/def2-TZVPD.

Structure (ORCA input):
```
! wB97M-V def2-TZVPD RIJCOSX def2/J DEFGRID3
* xyz 0 1
C -0.3538 -0.3240 -0.1633
H 1.7960 -0.1140 -0.5997
C -0.8368 1.1386 -0.5635
Li -1.9069 -0.5865 1.0587
O -1.4238 1.2992 0.5326
H 1.3492 -0.0422 1.1517
C 1.0920 -0.4689 0.1713
H 1.2283 -1.5645 0.2670
O -0.9444 0.6623 -1.8549
*
```

Results
E_HOMO (eV): -7.5
LUMO (Ha): -0.02711
Energy above the lowest of the compared OMol25 structures with the same formula, charge and spin (kJ/mol): 641.0
Gap between HOMO and LUMO (eV): 6.778
Electronic energy (hartree): -273.92277


# 2
C3H3LiO3Tl as an isolated structure at a distorted geometry. Source: the OMol25 dataset; level of theory: wB97M-V/def2-TZVPD.

Structure (ORCA input):
```
! wB97M-V def2-TZVPD RIJCOSX def2/J DEFGRID3
* xyz 1 1
O 1.1052 -0.7667 -0.0621
H 0.1761 2.9470 -0.2696
C 0.7343 -2.0697 -0.1291
O -0.4957 -2.2902 -0.1150
C 0.0996 0.2343 -0.0533
C 0.7871 1.5520 -0.1436
H -0.6022 0.1626 -0.9048
H -0.5293 0.1221 0.8481
Tl 0.2983 -4.7742 -0.2083
O 0.3652 2.3974 0.7179
Li -1.9385 2.4854 0.3200
*
```

Results
E_HOMO (eV): -10.8
LUMO (Ha): -0.19306
Energy above the lowest of the compared OMol25 structures with the same formula, charge and spin (kJ/mol): 786.6
Gap between HOMO and LUMO (eV): 5.502
Electronic energy (hartree): -521.39787


# 3
C3H3MgO2Tl as an isolated structure at a distorted geometry. Source: the OMol25 dataset; level of theory: wB97M-V/def2-TZVPD.

Structure (ORCA input):
```
! wB97M-V def2-TZVPD RIJCOSX def2/J DEFGRID3
* xyz 0 1
O -2.8121 1.7763 0.0253
O 1.6477 0.3744 -0.5531
Tl -5.3847 2.1814 -0.5964
H 1.7460 -1.6285 -1.2216
Mg -1.0012 1.8337 0.2504
C 0.5566 0.3826 0.3784
C 0.5855 -0.9661 0.5733
C 1.8119 -1.0417 -0.2917
H 2.7752 -1.2489 0.2007
H 0.0751 -1.6633 1.2348
*
```

Results
E_HOMO (eV): -7.7
LUMO (Ha): -0.01798
Energy above the lowest of the compared OMol25 structures with the same formula, charge and spin (kJ/mol): 146.2
Gap between HOMO and LUMO (eV): 7.179
Electronic energy (hartree): -639.03873